Entry 1:
Entry from the Open Molecules 2025 dataset: a 6-piece molecular cluster, C30H64F9N3O7PS overall at a distorted geometry (the ωB97M-V functional and the def2-TZVPD basis).

Positions of all 115 atoms, in Å:
C -0.402 -2.814 -1.620
N 0.000 -1.576 -2.402
C 0.972 -0.753 -1.596
N 1.230 0.590 -2.266
N 2.257 0.556 -3.095
C 2.571 1.735 -3.803
P 4.045 1.646 -5.042
O 3.309 1.738 -6.611
O 4.568 -0.006 -4.967
C 1.739 3.013 -3.547
C 0.536 3.019 -2.556
C 0.306 1.602 -1.893
C -0.918 1.490 -0.885
C -2.320 1.999 -1.555
C -3.327 0.736 -1.734
F -3.568 0.258 -0.419
F -2.572 -0.203 -2.518
C -4.619 1.297 -2.489
F -5.033 2.566 -1.966
F -4.308 1.564 -3.860
S -6.129 0.190 -2.453
F -6.047 0.008 -4.133
F -5.251 -1.202 -2.226
F -6.410 0.428 -0.830
F -7.135 1.521 -2.750
F -7.509 -0.757 -2.495
H -0.554 -3.704 -2.334
H 0.425 -3.032 -0.862
H -1.395 -2.558 -1.088
H 0.599 -1.963 -3.160
H 1.954 -1.365 -1.597
H 0.676 -0.646 -0.502
H 2.598 1.045 -6.560
H 3.812 -0.583 -5.240
H 2.004 3.965 -4.126
H -0.116 3.924 -2.340
H -1.089 0.464 -0.429
H -0.711 2.246 -0.036
H -2.097 2.375 -2.619
H -2.768 2.840 -0.936
C -6.865 -3.360 0.016
C -5.800 -4.288 0.574
O -4.551 -3.645 0.803
C -4.559 -2.563 1.725
C -5.017 -2.955 3.118
H -6.524 -2.909 -0.920
H -7.790 -3.911 -0.175
H -7.099 -2.546 0.705
H -5.611 -5.084 -0.151
H -6.146 -4.781 1.488
H -5.159 -1.736 1.330
H -3.529 -2.196 1.781
H -6.045 -3.323 3.123
H -4.966 -2.095 3.791
H -4.383 -3.750 3.519
C 6.091 5.774 -3.514
C 5.224 5.237 -4.641
O 3.892 5.742 -4.624
C 3.750 7.154 -4.746
C 4.327 7.712 -6.035
H 5.641 5.545 -2.543
H 7.087 5.325 -3.555
H 6.211 6.857 -3.572
H 5.143 4.154 -4.538
H 5.687 5.421 -5.615
H 4.181 7.653 -3.872
H 2.676 7.362 -4.720
H 5.402 7.539 -6.111
H 4.155 8.790 -6.092
H 3.857 7.237 -6.901
C 3.379 0.946 2.307
C 1.932 1.105 2.745
O 1.073 0.087 2.243
C 1.387 -1.250 2.623
C 1.365 -1.474 4.125
H 3.445 0.933 1.214
H 3.986 1.771 2.688
H 3.815 0.015 2.672
H 1.550 2.053 2.358
H 1.855 1.164 3.834
H 2.349 -1.548 2.193
H 0.630 -1.891 2.159
H 2.107 -0.863 4.641
H 1.574 -2.521 4.355
H 0.385 -1.215 4.535
C 4.740 -1.913 -2.149
C 4.732 -1.323 -0.751
O 4.426 -2.270 0.264
C 5.315 -3.375 0.385
C 6.746 -2.971 0.694
H 3.771 -2.372 -2.375
H 4.943 -1.133 -2.887
H 5.501 -2.686 -2.263
H 3.956 -0.553 -0.702
H 5.678 -0.821 -0.528
H 5.266 -3.998 -0.514
H 4.936 -3.990 1.207
H 7.179 -2.359 -0.100
H 7.373 -3.858 0.814
H 6.787 -2.387 1.617
C -3.253 -0.579 8.376
C -3.665 -1.020 6.981
O -3.287 -2.356 6.674
C -3.824 -3.373 7.510
C -5.343 -3.423 7.506
H -2.171 -0.675 8.504
H -3.536 0.464 8.544
H -3.729 -1.182 9.152
H -3.166 -0.380 6.249
H -4.740 -0.886 6.827
H -3.436 -3.268 8.529
H -3.439 -4.323 7.130
H -5.784 -2.498 7.883
H -5.697 -4.244 8.132
H -5.716 -3.572 6.488

For the highest occupied orbital energy, the calculation gives -11.04 eV. The HOMO-LUMO gap comes out at 6.46 eV. As for the total charge: +1. Its LUMO energy is -0.1684 Ha.

Here are the Löwdin charges for atoms 1 to 6, given in e:
1. C -0.098
2. N -0.112
3. C -0.156
4. N -0.063
5. N 0.104
6. C -0.268

Entry 2:
Entry from the Open Molecules 2025 dataset: a 10-piece molecular cluster, C30H65BF12N12O20S8 overall at a distorted geometry (the ωB97M-V functional and the def2-TZVPD basis).

Positions of all 148 atoms, in Å:
C -1.291 26.078 -29.799
C -1.010 24.764 -29.178
N 0.010 24.814 -28.118
C -0.068 25.003 -26.790
C 1.180 24.718 -26.172
N 2.023 24.220 -27.152
C 1.254 24.389 -28.352
C 3.450 23.704 -27.008
H -1.543 26.831 -29.052
H -2.174 26.281 -30.405
H -0.407 26.362 -30.370
H -0.702 24.056 -29.948
H -1.949 24.371 -28.789
H -1.024 25.233 -26.345
H 1.522 24.936 -25.170
H 1.492 24.199 -29.388
H 3.923 23.294 -27.900
H 3.472 23.036 -26.147
H 3.896 24.692 -26.893
C 5.464 30.636 -19.804
C 4.350 30.421 -20.857
N 4.706 29.483 -21.943
C 5.708 28.582 -21.906
C 5.676 27.883 -23.097
N 4.666 28.388 -23.886
C 3.987 29.324 -23.128
C 4.264 27.995 -25.244
H 5.410 29.833 -19.069
H 5.446 31.576 -19.253
H 6.386 30.645 -20.386
H 3.985 31.279 -21.420
H 3.514 29.976 -20.317
H 6.388 28.447 -21.077
H 6.337 27.166 -23.561
H 3.082 29.868 -23.358
H 3.648 28.769 -25.702
H 3.709 27.058 -25.203
H 5.153 27.725 -25.814
C -1.935 29.875 -28.647
C -3.194 29.145 -28.445
N -4.327 29.991 -28.727
C -5.373 30.351 -27.913
C -6.146 31.300 -28.593
N -5.594 31.447 -29.881
C -4.544 30.548 -29.938
C -5.953 32.472 -30.831
H -1.091 29.188 -28.571
H -1.822 30.628 -27.867
H -1.874 30.249 -29.669
H -3.207 28.684 -27.457
H -3.242 28.315 -29.150
H -5.337 29.998 -26.893
H -6.933 31.975 -28.293
H -3.861 30.655 -30.768
H -7.031 32.576 -30.713
H -5.655 32.084 -31.805
H -5.481 33.440 -30.667
C 1.965 19.845 -26.607
O 0.545 19.624 -26.646
C -0.312 20.732 -26.537
C -1.811 20.342 -26.774
N -1.853 19.248 -27.852
H -1.171 19.458 -28.567
H -1.585 18.384 -27.403
C -3.249 19.236 -28.547
C -4.318 18.849 -27.524
O -4.657 20.022 -26.805
C -5.821 19.931 -25.936
H 2.495 20.260 -27.464
H 2.429 18.866 -26.485
H 2.316 20.510 -25.818
H -0.124 21.476 -27.312
H -0.177 21.057 -25.506
H -2.426 21.171 -27.126
H -2.270 19.917 -25.881
H -3.076 18.592 -29.409
H -3.347 20.296 -28.782
H -3.912 18.093 -26.852
H -5.213 18.484 -28.028
H -5.756 20.757 -25.228
H -5.734 19.075 -25.266
H -6.718 19.956 -26.554
C 0.543 24.241 -33.219
O -0.715 23.694 -33.490
C -1.790 24.700 -33.260
C -2.152 25.467 -34.672
N -2.684 24.606 -35.875
H -3.594 24.249 -35.620
H -2.851 25.081 -36.751
C -1.900 23.401 -36.400
C -0.714 23.831 -37.368
O 0.062 24.534 -36.389
C 0.971 25.396 -36.998
H 0.782 24.690 -32.255
H 0.870 25.021 -33.906
H 1.317 23.505 -33.438
H -1.414 25.389 -32.503
H -2.660 24.196 -32.839
H -1.225 25.867 -35.083
H -2.915 26.239 -34.580
H -2.571 22.797 -37.011
H -1.546 22.810 -35.555
H -1.225 24.366 -38.168
H -0.273 22.933 -37.801
H 0.957 25.422 -38.088
H 2.024 25.294 -36.738
H 0.590 26.346 -36.624
N -0.349 19.529 -30.525
S 1.069 20.504 -30.885
O 0.972 21.858 -30.362
O 1.855 20.139 -32.048
F 2.084 19.877 -29.773
S -1.241 20.341 -31.435
O -0.878 20.515 -32.840
O -2.001 21.439 -30.761
F -2.280 19.044 -31.448
N 5.902 24.360 -31.245
S 4.309 25.000 -31.145
O 3.774 25.276 -29.825
O 3.410 24.639 -32.267
F 4.745 26.430 -31.748
S 5.407 22.881 -31.283
O 5.436 22.283 -32.585
O 4.528 22.251 -30.314
F 6.797 22.240 -30.762
N 1.732 29.547 -33.321
S 0.971 28.089 -32.869
O 1.510 27.220 -31.773
O 0.364 27.412 -33.987
F -0.203 28.673 -32.036
S 3.069 28.860 -33.488
O 3.390 27.512 -33.943
O 3.945 29.287 -32.381
F 3.537 29.767 -34.758
N -2.921 25.402 -24.468
S -3.817 26.157 -25.490
O -5.222 26.200 -25.059
O -3.645 26.213 -26.937
F -3.339 27.624 -25.049
S -3.459 23.897 -25.002
O -3.148 23.456 -26.401
O -4.671 23.379 -24.416
F -2.368 23.090 -24.154
B 2.043 22.832 -23.113
F 2.278 22.477 -21.841
F 3.144 23.582 -23.567
F 1.891 21.591 -23.751
F 0.861 23.545 -23.222

For the highest occupied orbital energy, the calculation gives -7.74 eV. The HOMO-LUMO gap comes out at 6.27 eV. Its LUMO energy is -0.0543 Ha.

Here are the Löwdin charges for atoms 1 to 6, given in e:
1. C -0.073
2. C -0.147
3. N -0.027
4. C -0.019
5. C 0.008
6. N -0.015

Q: Look up the highest occupied orbital energy of the first one.
A: -11.04 eV